Below is a 3-piece molecular cluster, C2H8O2 overall in a non-equilibrium geometry, with properties calculated with the ωB97M-V functional and the def2-TZVPD basis.

ΔE to the lowest compared entry with this formula, charge and spin: 26.1 kcal per mole
highest occupied orbital energy: -9.7 eV
LUMO level: 0.4489 eV
SMILES: C=C.O.O
M: 64.08 g mol⁻¹
gap between HOMO and LUMO: 10.16 eV
electronic energy: -231.4207 a.u.

Cartesian coordinates (Å):
1 C -0.0291 0.9328 -1.6314
2 C -0.3498 1.5802 -0.5209
3 H -0.7989 0.4325 -2.1033
4 H 0.9798 0.6809 -2.0784
5 H -1.3383 1.3592 -0.1934
6 H 0.4144 2.1469 0.1070
7 O 1.2040 -0.2216 1.5218
8 H 0.6510 -0.5867 0.7329
9 H 1.7608 -0.9320 1.8041
10 O -0.8384 -1.5357 0.2075
11 H -1.2501 -1.7669 1.0713
12 H -1.0697 -2.3537 -0.2610